*one*
Below is a molecular structure, C4H5N3, with properties calculated with ωB97M-V with the def2-TZVPD basis set.

## Properties
* orbital gap: 8.551 eV
* 2S+1: 1

Last column: Mulliken charge in e.
Cartesian coordinates (Å):
C: 1.766 -0.149 0.862  -0.133
C: 1.542 0.677 -0.161  -0.589
H: -2.917 0.930 -1.017  0.213
H: 0.566 -1.485 2.123  0.417
H: -2.525 -0.515 -1.818  0.200
H: 2.472 1.208 -0.514  0.295
C: -0.339 0.255 -0.365  0.531
C: 0.544 -0.800 1.290  -0.119
N: -2.270 0.165 -1.118  -0.375
H: 2.684 -0.397 1.392  0.352
N: -0.942 0.697 -1.373  -0.355
N: -0.582 -0.586 0.697  -0.436


*two*
Below is C4H5N3 in the gas phase, with properties calculated with ωB97M-V with the def2-TZVPD basis set.

## Properties
* orbital gap: 10.667 eV
* structure (SMILES): N#C[C@H]1CN=CN1
* 2S+1: 1

Last column: Mulliken charge in e.
Cartesian coordinates (Å):
H: -0.175 -1.793 -0.721  0.308
H: 0.566 0.526 -2.006  0.353
H: 1.800 -0.278 -1.000  0.300
C: -1.585 -0.177 -0.453  0.324
N: -2.573 0.396 -0.273  -0.455
H: -0.521 -0.920 1.706  0.313
C: -0.216 -0.759 -0.368  -0.066
N: 0.856 1.304 -0.019  -0.479
C: 0.489 0.774 1.079  -0.024
C: 0.812 0.203 -0.993  -0.501
H: 0.379 1.320 2.010  0.360
N: 0.168 -0.596 1.037  -0.432


Last place for stability: *one*


*one*
Below is C4H5N3 in the gas phase, with properties calculated with ωB97M-V with the def2-TZVPD basis set.

## Properties
* orbital gap: 9.724 eV
* structure (SMILES): Nc1cncnc1
* 2S+1: 1

Last column: Mulliken charge in e.
Cartesian coordinates (Å):
H: -0.134 -0.336 2.049  0.367
H: 0.614 -2.720 -0.313  0.235
C: 0.255 -0.608 -0.007  0.497
H: -0.318 -2.294 0.978  0.235
N: -0.655 1.406 0.958  -0.547
C: -0.202 0.157 1.059  -0.122
C: 0.504 0.174 -1.185  -0.201
H: 1.058 -0.194 -2.078  0.346
N: 0.075 1.430 -1.268  -0.547
H: -1.053 2.984 -0.319  0.325
C: -0.571 1.978 -0.226  -0.032
N: 0.426 -1.978 0.352  -0.555


*two*
Below is C4H5N3 in the gas phase, with properties calculated with ωB97M-V with the def2-TZVPD basis set.

## Properties
* orbital gap: 7.605 eV
* structure (SMILES): [H]/N=N/c1ccc[nH]1
* 2S+1: 1

Last column: Mulliken charge in e.
Cartesian coordinates (Å):
C: 0.465 -0.055 -0.173  0.312
C: -1.714 -0.604 0.120  -0.520
N: 2.839 0.277 0.261  -0.502
C: -0.219 1.203 -0.267  -0.450
H: -2.479 -1.206 0.392  0.476
H: 3.642 -0.320 0.093  0.244
H: 0.382 2.050 -0.302  0.474
C: -1.547 0.830 0.036  -0.381
N: -0.453 -1.136 -0.208  -0.121
H: -0.259 -2.079 0.057  0.292
H: -2.403 1.498 0.261  0.336
N: 1.746 -0.459 -0.269  -0.161


Last place for stability: *two*


*one*
Below is C3H7NOS in the gas phase, with properties calculated with ωB97M-V with the def2-TZVPD basis set.

## Properties
* orbital gap: 9.115 eV
* structure (SMILES): C[C@@H](N)C(O)=S
* 2S+1: 1

Last column: Mulliken charge in e.
Cartesian coordinates (Å):
O: -1.569 -1.417 0.652  -0.459
S: -2.677 0.676 -0.152  -0.335
H: -0.788 -1.927 0.755  0.366
C: 0.068 0.153 -0.536  0.306
H: 1.793 -0.789 -0.008  0.220
N: 0.962 -1.005 -0.535  -0.638
H: 0.757 0.635 1.453  0.331
H: -0.089 0.556 -1.479  0.362
C: 0.543 1.216 0.461  -1.178
H: 1.514 1.639 0.021  0.316
C: -1.465 -0.275 0.055  0.174
H: 1.227 -1.412 -1.467  0.210
H: -0.276 1.951 0.779  0.326


*two*
Below is C3H7NOS in the gas phase, with properties calculated with ωB97M-V with the def2-TZVPD basis set.

## Properties
* orbital gap: 7.443 eV
* 2S+1: 1

Last column: Mulliken charge in e.
Cartesian coordinates (Å):
H: -0.203 1.130 -1.180  0.224
H: -1.640 1.997 -0.855  0.277
S: -1.511 -0.233 -0.216  0.488
O: -2.788 -0.085 0.495  -0.611
H: -0.194 -1.742 1.191  0.271
C: 1.125 -0.251 0.189  -0.289
H: 1.976 -0.385 -1.778  0.207
H: -0.281 -0.137 2.002  0.378
C: -0.156 -0.594 1.009  -0.385
H: 1.906 -1.011 0.313  0.271
C: 0.998 -0.662 -1.167  -0.624
N: -0.967 1.295 -0.578  -0.467
H: 1.735 0.677 0.575  0.260


Last place for stability: *two*


*one*
Below is 2 unconnected molecules or ions with the total composition C3H7NOS, with properties calculated with ωB97M-V with the def2-TZVPD basis set.

## Properties
* orbital gap (alpha / beta): 6.997 / 6.975 eV
* structure (SMILES): C/C=C/O.N=S
* 2S+1: 1

Last column: Mulliken charge in e.
Cartesian coordinates (Å):
H: 2.222 0.304 -0.008  0.244
H: -1.358 1.777 1.042  0.295
H: -0.826 1.291 -0.528  -0.009
H: -0.314 -0.983 -1.117  0.321
H: 0.109 -0.165 1.727  0.223
N: 1.657 0.304 -0.786  -0.290
C: 0.097 -0.935 -0.140  -0.205
C: -1.369 0.999 0.346  -0.550
S: 1.281 1.707 -1.562  -0.112
H: -2.342 0.622 0.170  0.261
C: -0.405 -0.051 0.709  -0.049
O: 0.763 -2.035 0.269  -0.478
H: 0.487 -2.834 -0.122  0.349


*two*
Below is C3H7NOS in the gas phase, with properties calculated with ωB97M-V with the def2-TZVPD basis set.

## Properties
* orbital gap: 9.842 eV
* structure (SMILES): NC(=O)CCS
* 2S+1: 1

Last column: Mulliken charge in e.
Cartesian coordinates (Å):
H: -1.284 0.115 -0.638  0.236
H: 0.451 -1.373 -2.005  0.226
C: -0.406 0.685 1.242  -0.611
S: -1.531 0.011 2.491  -0.221
H: 1.353 -0.247 -2.831  0.255
C: -0.379 -0.091 -0.064  -0.544
H: -1.126 -1.267 2.491  0.098
O: 1.508 1.228 -0.676  -0.560
H: 0.587 0.786 1.686  0.353
N: 1.127 -0.628 -1.927  -0.481
C: 0.838 0.251 -0.901  0.557
H: -0.754 1.700 1.038  0.315
H: -0.384 -1.171 0.094  0.377


*three*
Below is C3H7NOS in the gas phase, with properties calculated with ωB97M-V with the def2-TZVPD basis set.

## Properties
* orbital gap: 10.211 eV
* structure (SMILES): O=CNCCS
* 2S+1: 1

Last column: Mulliken charge in e.
Cartesian coordinates (Å):
C: 1.365 0.857 -1.308  0.103
O: 2.259 0.386 -1.943  -0.528
C: -0.642 0.256 -0.058  -0.858
H: 0.010 -0.439 -1.971  0.248
C: -0.164 -0.905 0.847  -0.348
S: -0.805 -0.848 2.524  -0.247
H: 1.369 1.764 -0.681  0.324
H: 0.898 -0.663 0.986  0.270
H: -1.928 -0.131 2.332  0.109
H: -0.139 -1.891 0.387  0.383
N: 0.091 0.301 -1.301  -0.204
H: -1.710 0.073 -0.219  0.368
H: -0.604 1.240 0.405  0.381


Last place for stability: *one*


*one*
Below is C7H13NO in the gas phase, with properties calculated with ωB97M-V with the def2-TZVPD basis set.

## Properties
* orbital gap: 9.570 eV
* structure (SMILES): C=C[C@H](N)[C@@H](C)C(C)=O
* 2S+1: 1

Last column: Mulliken charge in e.
Cartesian coordinates (Å):
H: 0.119 1.056 -0.767  0.444
H: 0.434 0.042 2.116  0.324
C: -2.801 0.721 -1.184  -0.768
H: 3.746 -0.129 -0.978  0.365
H: 1.153 1.529 1.474  0.409
C: 0.200 0.279 -0.006  -0.032
C: -2.209 0.199 -0.126  -0.516
H: 3.199 0.920 0.328  0.281
H: -2.336 0.709 -2.161  0.255
H: -1.485 -2.535 0.579  0.228
N: -0.849 -1.781 0.804  -0.618
C: 0.307 0.850 1.399  -1.423
H: -2.674 0.205 0.852  0.365
O: 1.887 -1.678 -0.228  -0.562
C: 1.721 -0.487 -0.325  0.640
C: 2.892 0.433 -0.598  -1.265
C: -0.813 -0.792 -0.205  0.186
H: 2.615 1.202 -1.318  0.327
H: 0.057 -2.149 1.065  0.237
H: -0.785 -1.178 -1.231  0.429
H: -3.778 1.185 -1.134  0.291
H: -0.598 1.402 1.645  0.402


*two*
Below is a molecular structure, C7H13NO, with properties calculated with ωB97M-V with the def2-TZVPD basis set.

## Properties
* orbital gap: 8.276 eV
* 2S+1: 1

Last column: Mulliken charge in e.
Cartesian coordinates (Å):
H: 1.994 -2.071 -0.905  0.315
C: 0.208 -0.934 -1.360  -0.764
C: -0.709 0.267 0.325  0.816
C: 0.884 1.973 1.552  -1.397
N: -1.100 -0.589 1.280  -0.290
H: -0.400 -0.978 1.893  0.298
O: 2.450 0.447 -1.000  -0.641
H: 0.609 -2.462 0.124  0.229
H: 0.667 -3.056 -1.530  0.320
H: -1.425 1.313 -1.397  0.349
C: 0.911 -2.196 -0.897  -1.033
C: 0.583 0.941 0.499  -0.295
H: -2.639 0.222 -0.689  0.439
H: -1.993 -1.057 1.241  0.216
H: -0.862 -1.122 -1.467  0.426
H: 0.763 1.583 2.569  0.288
C: -1.817 0.907 -0.469  -1.341
H: 0.555 -0.573 -2.328  0.400
H: 0.248 2.862 1.467  0.293
C: 1.370 0.482 -0.486  0.613
H: -2.213 1.738 0.126  0.373
H: 1.919 2.301 1.452  0.387


Last place for stability: *two*


*one*
Below is C7H13NO in the gas phase, with properties calculated with ωB97M-V with the def2-TZVPD basis set.

## Properties
* orbital gap: 11.445 eV
* structure (SMILES): CC(C)(C)[C@@](C)(O)C#N
* 2S+1: 1

Last column: Mulliken charge in e.
Cartesian coordinates (Å):
H: 1.834 -0.843 1.179  0.503
C: -0.892 -0.660 0.125  1.407
C: 1.726 -0.279 0.314  -1.794
C: -0.765 -1.687 -1.032  -1.698
H: -0.745 1.820 1.419  0.359
H: 0.345 0.984 2.579  0.303
C: 0.294 0.373 0.285  1.567
C: -2.160 0.199 -0.156  -0.209
H: 1.064 2.088 -1.126  0.377
C: 0.240 1.272 1.517  -1.896
H: 0.987 1.979 1.412  0.547
H: 2.548 0.374 0.193  0.459
H: -0.681 -1.164 -1.914  0.484
N: -3.103 0.777 -0.479  -0.487
H: 0.161 -2.343 -1.130  0.329
O: -1.087 -1.277 1.343  -0.570
H: -1.615 -2.288 -1.196  0.470
H: 1.946 -0.994 -0.618  0.263
H: -0.573 1.770 -1.365  0.380
H: 0.524 0.547 -1.761  0.388
H: -0.390 -1.916 1.390  0.418
C: 0.342 1.270 -0.981  -1.600


*two*
Below is a molecular structure, C7H13NO, with properties calculated with ωB97M-V with the def2-TZVPD basis set.

## Properties
* orbital gap (alpha / beta): 7.029 / 7.028 eV
* 2S+1: 1

Last column: Mulliken charge in e.
Cartesian coordinates (Å):
C: -1.964 -0.808 -0.522  -1.506
H: 1.732 2.185 -1.320  0.391
H: -0.518 2.063 2.588  0.279
H: -1.803 -1.151 -1.549  0.391
C: -0.658 -0.471 0.171  1.786
H: -2.479 -1.597 0.029  0.350
C: 1.332 1.691 -0.429  -1.121
H: 1.361 2.397 0.397  0.290
H: -2.612 0.068 -0.560  0.389
H: -0.064 0.647 -1.668  0.399
C: -0.651 0.654 1.040  -0.715
C: -0.487 1.022 2.284  -0.859
H: 1.562 -1.759 -1.488  0.194
H: -0.794 2.006 -0.842  0.400
H: 1.974 -2.039 1.011  0.368
C: -0.074 1.201 -0.716  -0.588
H: -0.422 0.282 3.082  0.268
C: 0.383 -1.432 0.165  -0.198
O: 1.420 -1.249 1.060  -0.456
H: 1.983 0.855 -0.182  0.249
H: 0.011 -2.417 -1.581  0.224
N: 0.768 -2.147 -0.972  -0.535


Last place for stability: *two*